ORCA calculation (the ωB97M-V functional and the def2-TZVPD basis) on a structure of composition C26H36CoN4O5PS at a distorted geometry.

molecular weight: 606.57 g/mol
total charge: +1
expectation value of S²: 0.76
2S+1: 2
gap between HOMO and LUMO (alpha / beta): 7.54 / 7.64 eV
energy: -3729.90035 hartree
highest occupied orbital energy (alpha / beta): -10.98 / -10.98 eV

Last column: Mulliken charge in e.
Geometry (Å):
1 Co -0.968 0.604 -1.345  -0.258
2 C -2.744 3.270 1.516  -0.885
3 C -1.792 4.271 1.619  -0.698
4 C -0.708 4.259 0.760  -0.803
5 C -0.603 3.246 -0.191  0.550
6 N -1.551 2.301 -0.302  1.350
7 C -2.575 2.304 0.541  -0.529
8 C 0.523 3.103 -1.116  0.532
9 C 1.555 4.039 -1.217  -0.868
10 C 2.609 3.803 -2.078  -0.588
11 C 2.605 2.644 -2.843  -0.951
12 C 1.540 1.771 -2.704  -0.271
13 N 0.531 1.978 -1.863  0.742
14 H -3.589 3.224 2.182  0.468
15 H -1.887 5.043 2.367  0.460
16 H 0.049 5.020 0.845  0.440
17 H -3.289 1.500 0.430  0.371
18 H 1.537 4.939 -0.625  0.431
19 H 3.422 4.508 -2.156  0.468
20 H 3.405 2.424 -3.530  0.482
21 H 1.499 0.863 -3.291  0.498
22 C -2.136 -2.993 1.272  -1.403
23 C -1.015 -2.739 2.274  1.654
24 C -1.339 -3.382 3.623  -1.803
25 C 0.298 -3.266 1.703  -1.111
26 O -0.955 -1.340 2.565  -0.344
27 P -0.356 -0.160 1.691  0.126
28 O -0.768 1.128 2.279  -0.922
29 O -0.817 -0.381 0.228  -0.093
30 O 1.235 -0.365 1.571  0.680
31 C 2.151 0.003 2.615  1.512
32 C 2.310 1.521 2.633  -1.580
33 C 3.477 -0.663 2.239  -1.747
34 C 1.661 -0.489 3.972  -1.421
35 H -2.259 -4.062 1.116  0.483
36 H -1.890 -2.519 0.324  -0.031
37 H -3.066 -2.581 1.653  0.335
38 H -1.426 -4.460 3.523  0.405
39 H -2.276 -2.981 3.998  0.386
40 H -0.556 -3.138 4.337  0.368
41 H 0.179 -4.302 1.389  0.620
42 H 1.093 -3.216 2.442  0.210
43 H 0.583 -2.670 0.840  -0.057
44 H 2.649 1.866 1.660  0.302
45 H 3.038 1.807 3.385  0.500
46 H 1.354 1.984 2.857  0.295
47 H 3.788 -0.330 1.252  0.323
48 H 3.366 -1.745 2.230  0.329
49 H 4.243 -0.391 2.960  0.454
50 H 0.678 -0.073 4.179  0.322
51 H 2.353 -0.185 4.754  0.560
52 H 1.588 -1.573 3.977  0.250
53 C -3.104 2.759 -3.107  -0.728
54 O -3.028 1.475 -2.494  -0.697
55 H -3.270 3.541 -2.365  0.286
56 H -3.913 2.774 -3.839  0.340
57 H -2.154 2.934 -3.607  0.274
58 H -3.833 1.338 -1.979  0.258
59 N -2.613 -0.710 -4.179  -0.295
60 C -1.585 -1.401 -3.685  0.244
61 N -0.761 -0.964 -2.764  0.641
62 C 0.237 -1.901 -2.512  -0.288
63 C 1.276 -1.780 -1.597  0.256
64 C 2.155 -2.836 -1.436  -0.907
65 C 2.036 -3.997 -2.193  -0.690
66 C 1.032 -4.124 -3.134  -0.587
67 C 0.143 -3.076 -3.276  0.789
68 S -1.234 -2.986 -4.344  -0.301
69 H -2.865 0.158 -3.723  0.325
70 H -3.236 -1.147 -4.834  0.226
71 H 1.355 -0.884 -0.998  -0.010
72 H 2.946 -2.764 -0.704  0.474
73 H 2.727 -4.811 -2.036  0.427
74 H 0.936 -5.015 -3.734  0.426